Arrangement i

DFT (the ωB97M-V functional and the def2-TZVPD basis) results for a 2-piece molecular cluster, C6H14N2O overall.

Values from the calculation:
orbital gap = 8.775 eV

Atoms and positions in Å:
C -2.264 0.508 -0.465
C -2.715 -0.812 -0.987
O -0.296 0.918 -1.039
H -0.047 0.599 -1.921
H -2.380 1.331 -1.163
H -2.618 0.814 0.505
H -2.017 -1.194 -1.734
H -3.687 -0.682 -1.479
H -2.785 -1.546 -0.190
C 2.275 -0.301 1.596
C 0.313 -0.095 -0.011
C 1.578 0.542 0.559
N 0.589 -1.280 -0.807
C 2.024 1.745 0.208
N -0.714 -0.307 0.895
H 1.570 -1.520 -0.856
H 0.083 -2.072 -0.435
H -0.677 0.426 1.600
H 3.157 0.206 1.988
H 1.595 -0.530 2.419
H 2.591 -1.261 1.180
H 1.506 2.354 -0.518
H 2.921 2.156 0.656

Charges obtained by natural (NBO) population analysis, quoted in units of e: 0.0064, -0.6842, -0.7414, 0.4841, 0.1840, 0.1952, 0.2297, 0.2199, 0.2325, -0.6438, 0.4749, -0.0248, -0.8773, -0.3907, -0.8136, 0.3696, 0.3838, 0.3375, 0.2142, 0.2284, 0.2080, 0.2168, 0.1910



Arrangement ii

DFT (the ωB97M-V functional and the def2-TZVPD basis) results for a 2-piece molecular cluster, C6H14N2O overall.

Values from the calculation:
SMILES string = CCC(C)=O.C/C=N/N
orbital gap = 9.471 eV

Atoms and positions in Å:
C 0.187 -0.056 1.694
C -1.155 -0.830 -0.956
C 0.089 1.416 -1.641
C -0.604 0.811 2.605
C -0.058 -1.708 -1.537
N 1.045 0.477 0.881
C -0.825 0.839 -0.601
N 2.103 -0.317 0.460
O -1.752 1.441 -0.120
H 0.232 -1.123 1.935
H 2.256 -1.145 1.035
H 2.956 0.224 0.406
H -1.711 -1.312 -0.153
H -1.896 -0.641 -1.738
H 1.065 0.944 -1.580
H -0.306 1.246 -2.639
H 0.202 2.482 -1.446
H -0.892 0.305 3.524
H -0.028 1.707 2.837
H -1.519 1.155 2.123
H -0.484 -2.591 -2.017
H 0.513 -1.213 -2.321
H 0.581 -2.112 -0.752

Charges obtained by natural (NBO) population analysis, quoted in units of e: 0.0823, -0.4978, -0.7333, -0.6796, -0.6205, -0.2510, 0.6460, -0.6579, -0.5969, 0.1528, 0.3394, 0.3714, 0.2074, 0.2075, 0.2323, 0.2327, 0.2308, 0.2215, 0.2318, 0.2618, 0.2071, 0.2091, 0.2031



Arrangement iii

DFT (the ωB97M-V functional and the def2-TZVPD basis) results for C6H14N2O in the gas phase.

Values from the calculation:
orbital gap (spin up / spin down) = 8.990 / 8.855 eV

Atoms and positions in Å:
C 1.735 0.187 -0.538
C 1.955 0.992 0.763
C 0.578 -0.726 -0.398
C 0.469 -1.690 -1.598
C -1.838 -0.747 0.153
C -1.404 2.170 1.262
N -0.674 0.007 -0.262
N -0.292 1.212 1.330
O 0.891 1.904 0.999
H 1.646 0.956 -1.316
H 2.596 -0.339 -0.645
H 2.080 0.269 1.549
H 2.851 1.641 0.914
H 0.795 -1.385 0.642
H 1.380 -1.653 -2.299
H -0.435 -1.302 -2.231
H 0.407 -2.727 -1.350
H -2.578 0.038 0.406
H -2.281 -1.349 -0.650
H -1.723 -1.361 1.082
H -1.001 3.206 1.454
H -1.836 2.156 0.210
H -2.110 1.693 1.892

Charges obtained by natural (NBO) population analysis, quoted in units of e: -0.4369, -0.0653, -0.0741, -0.6260, -0.4593, -0.4865, -0.3191, 0.0014, -0.3937, 0.2179, 0.2111, 0.1722, 0.1993, 0.1506, 0.2146, 0.2219, 0.2181, 0.2004, 0.2148, 0.1804, 0.2310, 0.2137, 0.2134



Arrangement iv

DFT (the ωB97M-V functional and the def2-TZVPD basis) results for a 2-piece molecular cluster, C6H14N2O overall.

Values from the calculation:
SMILES string = CC=C(N)N.C=COC
orbital gap = 8.028 eV

Atoms and positions in Å:
C 0.631 -1.312 1.776
C -1.038 0.465 1.389
C -2.110 -0.320 1.628
O 0.335 0.058 1.547
H -1.100 1.492 1.737
H 1.662 -1.429 1.443
H 0.020 -1.989 1.175
H 0.480 -1.553 2.832
H -2.915 0.037 2.249
H -2.125 -1.382 1.445
C 1.899 -0.731 -1.495
C -0.090 0.777 -0.981
N -0.890 0.018 -1.867
N -0.397 2.173 -0.963
C 1.238 0.410 -0.797
H -1.861 0.313 -1.860
H -0.510 0.005 -2.804
H 0.051 2.617 -0.169
H -1.401 2.304 -0.894
H 1.893 1.105 -0.293
H 2.899 -0.906 -1.102
H 1.307 -1.645 -1.436
H 2.019 -0.507 -2.560

Charges obtained by natural (NBO) population analysis, quoted in units of e: -0.2555, 0.1339, -0.5063, -0.5334, 0.1828, 0.1975, 0.1782, 0.1818, 0.2161, 0.2009, -0.6504, 0.2836, -0.8601, -0.8148, -0.2333, 0.3636, 0.3728, 0.3654, 0.3515, 0.1918, 0.2109, 0.2211, 0.2019



In terms of stability, arrangement ii leads; the second structure lies 1.079 eV higher.



Arrangement i

DFT (the ωB97M-V functional and the def2-TZVPD basis) results for C3H6N4O2 in the gas phase.

Values from the calculation:
SMILES string = NNc1noc(N)c1O
orbital gap = 8.523 eV

Atoms and positions in Å:
C -0.463 -0.807 -0.210
C 1.617 -0.117 -0.041
C 0.337 0.378 -0.130
H -2.833 0.201 1.276
H -2.351 1.112 -0.151
H -2.291 -1.705 -0.334
H 3.048 1.261 -0.277
H 3.587 -0.351 -0.031
H -0.603 1.987 0.536
N -2.759 0.157 0.199
N -1.857 -0.782 -0.429
N 0.198 -1.927 -0.112
N 2.827 0.360 0.075
O 1.524 -1.446 0.005
O 0.017 1.679 -0.377

Charges obtained by natural (NBO) population analysis, quoted in units of e: 0.2798, 0.4685, 0.0076, 0.3381, 0.3527, 0.3779, 0.4053, 0.4097, 0.4633, -0.6610, -0.4549, -0.1962, -0.7976, -0.3282, -0.6649



Arrangement ii

DFT (the ωB97M-V functional and the def2-TZVPD basis) results for C3H6N4O2 in the gas phase.

Values from the calculation:
SMILES string = OCCNc1nnno1
orbital gap = 10.034 eV

Atoms and positions in Å:
C -1.130 1.406 -0.149
C -1.282 0.058 0.653
C 0.869 -1.161 -0.163
H 0.601 2.098 0.173
H -0.627 0.971 -1.051
H -2.230 1.901 -0.361
H -0.946 0.276 1.769
H -2.323 -0.189 0.541
H -0.977 -1.780 -0.394
N -0.427 -0.966 -0.003
N 1.762 -0.043 0.175
N 2.866 -0.698 -0.345
N 2.791 -1.964 -0.627
O -0.257 2.326 0.339
O 1.310 -2.234 -0.555

Charges obtained by natural (NBO) population analysis, quoted in units of e: -0.0593, -0.2551, 0.6827, 0.4868, 0.1682, 0.1782, 0.2249, 0.2217, 0.4052, -0.5957, -0.4069, -0.0209, 0.0291, -0.7114, -0.3477



In terms of stability, arrangement i leads; the second structure lies 0.652 eV higher.



Arrangement i

DFT (the ωB97M-V functional and the def2-TZVPD basis) results for C4H4ClNO2 in the gas phase.

Values from the calculation:
SMILES string = COc1coc(Cl)n1
orbital gap = 9.253 eV

Atoms and positions in Å:
C 1.093 -1.097 -1.491
C -0.163 0.365 -0.115
C -0.287 -0.342 1.119
C -1.204 1.663 1.097
H 0.979 -1.378 -2.567
H 2.258 -0.711 -1.287
H 0.879 -2.028 -0.605
H 0.090 -1.349 1.491
N -0.778 1.564 -0.093
O 0.246 0.007 -1.346
O -0.881 0.537 1.933
Cl -2.232 2.768 1.865

Charges obtained by natural (NBO) population analysis, quoted in units of e: -0.2536, 0.3659, -0.0476, 0.4184, 0.2124, 0.1796, 0.1707, 0.2316, -0.4475, -0.4924, -0.4222, 0.0847



Arrangement ii

DFT (the ωB97M-V functional and the def2-TZVPD basis) results for C4H4ClNO2 in the gas phase.

Values from the calculation:
SMILES string = NC(=O)C(=O)/C=C\Cl
orbital gap = 9.017 eV

Atoms and positions in Å:
C -0.847 0.868 -0.749
C 0.297 0.121 -0.040
C -0.116 -1.039 0.742
C 0.679 -1.860 1.434
H -1.069 2.492 -1.956
H 0.574 2.128 -1.480
H -1.189 -1.221 0.752
H 0.265 -2.714 1.991
N -0.419 1.935 -1.449
O -2.010 0.511 -0.639
O 1.450 0.517 -0.186
Cl 2.385 -1.738 1.582

Charges obtained by natural (NBO) population analysis, quoted in units of e: 0.5715, 0.4447, -0.3673, -0.1124, 0.4072, 0.4220, 0.2623, 0.2238, -0.7951, -0.5937, -0.5157, 0.0527



In terms of stability, arrangement ii leads; the second structure lies 2.356 eV higher.



Arrangement i

DFT (the ωB97M-V functional and the def2-TZVPD basis) results for a 4-piece molecular cluster, C3H12O4 overall.

Values from the calculation:
SMILES string = CCC=O.O.O.O
orbital gap = 10.547 eV

Atoms and positions in Å:
O 0.727 0.877 1.410
C 0.020 -0.137 1.439
C -1.377 -0.196 1.673
C -2.108 -1.045 0.554
H 0.682 -1.130 1.587
H -1.598 0.858 1.496
H -1.759 -0.295 2.776
H -2.654 -1.937 1.033
H -1.478 -1.422 -0.128
H -2.889 -0.462 0.022
H -0.872 0.468 -3.308
H -2.197 -0.239 -3.507
O -1.250 -0.406 -3.371
H 5.025 -0.469 0.500
H 3.682 -1.136 0.730
O 4.061 -0.262 0.671
H 1.537 2.938 -1.629
H 1.499 1.748 -0.661
O 0.949 2.248 -1.287

Charges obtained by natural (NBO) population analysis, quoted in units of e: -0.5334, 0.4427, -0.5536, -0.5898, 0.0920, 0.2397, 0.2587, 0.2088, 0.2132, 0.2205, 0.4770, 0.4646, -0.9412, 0.4662, 0.4647, -0.9302, 0.4656, 0.4894, -0.9550



Arrangement ii

DFT (the ωB97M-V functional and the def2-TZVPD basis) results for a 4-piece molecular cluster, C3H12O4 overall.

Values from the calculation:
SMILES string = C=C(C)O.O.O.O
orbital gap = 9.475 eV

Atoms and positions in Å:
C -1.750 -1.426 -0.968
C -1.749 -1.166 0.353
O -0.720 -1.571 1.158
C -2.823 -0.502 1.136
H -2.633 -1.153 -1.531
H -0.789 -1.382 -1.477
H 0.064 -1.608 0.602
H -3.725 -0.235 0.589
H -2.420 0.369 1.652
H -3.214 -1.164 1.919
H 3.078 2.655 -1.222
H 2.665 3.660 -0.139
O 2.426 2.824 -0.546
H 2.030 -1.949 3.560
H 1.144 -1.906 2.313
O 1.909 -1.495 2.719
H 0.907 2.336 -2.795
H 1.494 3.190 -3.880
O 1.300 2.264 -3.676

Charges obtained by natural (NBO) population analysis, quoted in units of e: -0.5542, 0.3553, -0.7005, -0.6722, 0.2076, 0.2014, 0.4788, 0.2260, 0.2348, 0.2230, 0.4746, 0.4712, -0.9456, 0.4691, 0.4710, -0.9402, 0.4763, 0.4641, -0.9404



Arrangement iii

DFT (the ωB97M-V functional and the def2-TZVPD basis) results for a 4-piece molecular cluster, C3H12O4 overall.

Values from the calculation:
SMILES string = C=C(C)O.O.O.O
orbital gap = 9.678 eV

Atoms and positions in Å:
C -0.049 1.011 -0.646
C 0.365 -0.123 -0.090
O 1.360 -0.122 0.859
C -0.211 -1.467 -0.414
H -0.614 1.002 -1.555
H 0.416 1.893 -0.226
H 2.203 -0.042 0.387
H -0.726 -1.396 -1.370
H -0.950 -1.723 0.349
H 0.521 -2.272 -0.453
H -1.908 0.340 2.512
H -1.370 1.007 1.264
O -2.207 0.798 1.709
H 4.864 0.094 -0.423
H 4.291 0.086 1.002
O 4.069 -0.092 0.082
H -2.771 0.319 -0.469
H -4.086 0.165 -1.203
O -3.199 0.522 -1.315

Charges obtained by natural (NBO) population analysis, quoted in units of e: -0.5394, 0.3320, -0.7484, -0.6813, 0.2315, 0.2095, 0.5106, 0.2297, 0.2253, 0.2221, 0.4708, 0.4838, -0.9599, 0.4883, 0.4826, -0.9556, 0.4844, 0.4667, -0.9527



Arrangement iv

DFT (the ωB97M-V functional and the def2-TZVPD basis) results for a 3-piece molecular cluster, C3H12O4 overall.

Values from the calculation:
SMILES string = OCCCO.O.O
orbital gap = 10.920 eV

Atoms and positions in Å:
C -0.565 0.322 -1.622
O -0.742 -0.670 -2.657
C 0.367 -0.211 -0.542
C 0.527 0.647 0.697
O 1.519 0.089 1.569
H -0.158 1.186 -2.137
H -1.546 0.608 -1.234
H -1.422 -1.284 -2.369
H 0.100 -1.248 -0.338
H 1.353 -0.247 -0.996
H 0.807 1.660 0.409
H -0.401 0.697 1.275
H 1.104 -0.637 2.044
H -2.487 2.570 2.267
H -1.199 2.915 1.478
O -2.162 2.962 1.443
H 2.031 -2.640 0.722
H 1.390 -3.320 -0.482
O 1.482 -3.399 0.474

Charges obtained by natural (NBO) population analysis, quoted in units of e: -0.0621, -0.7229, -0.4576, -0.0607, -0.7247, 0.1799, 0.1670, 0.4636, 0.2067, 0.2073, 0.1744, 0.1582, 0.4673, 0.4716, 0.4697, -0.9398, 0.4726, 0.4710, -0.9414



In terms of stability, arrangement iii leads; the second structure lies 0.063 eV higher.



Arrangement i

DFT (the ωB97M-V functional and the def2-TZVPD basis) results for C6H12 in the gas phase.

Values from the calculation:
orbital gap = 8.354 eV

Atoms and positions in Å:
C 1.137 1.070 1.476
C -0.202 0.683 1.022
C 0.862 -0.080 -1.277
C -0.641 -0.741 0.967
C -1.448 -0.793 -0.353
C -0.693 0.161 -1.301
H 1.508 1.950 0.932
H 0.836 1.462 2.460
H 1.947 0.330 1.592
H 1.353 0.671 -1.897
H 0.997 -1.072 -1.713
H 1.463 -0.125 -0.359
H 0.102 -1.562 1.012
H -1.280 -0.834 1.857
H -2.483 -0.469 -0.177
H -1.497 -1.802 -0.783
H -1.039 1.188 -1.111
H -0.921 -0.038 -2.346

Charges obtained by natural (NBO) population analysis, quoted in units of e: -0.8045, 0.1976, -0.6319, -0.5976, -0.3812, -0.4173, 0.2484, 0.2820, 0.1742, 0.2160, 0.2070, 0.2116, 0.1722, 0.2601, 0.2150, 0.2014, 0.2390, 0.2079



Arrangement ii

DFT (the ωB97M-V functional and the def2-TZVPD basis) results for C6H12 in the gas phase.

Values from the calculation:
orbital gap = 8.386 eV

Atoms and positions in Å:
C -1.631 -1.011 1.098
C -0.182 -1.199 0.879
C -0.504 0.941 -1.321
C 0.684 -0.035 1.203
C 1.591 0.219 -0.026
C 0.769 0.080 -1.314
H -2.197 -1.391 0.236
H -1.853 -1.735 1.896
H -2.014 -0.017 1.388
H -1.130 0.702 -2.186
H -0.237 2.002 -1.364
H -1.137 0.820 -0.436
H 0.181 0.900 1.516
H 1.307 -0.372 2.046
H 2.415 -0.503 -0.032
H 2.036 1.220 0.040
H 0.533 -0.986 -1.440
H 1.370 0.364 -2.183

Charges obtained by natural (NBO) population analysis, quoted in units of e: -0.8121, 0.2057, -0.6175, -0.6000, -0.3699, -0.4141, 0.2592, 0.2772, 0.1772, 0.2128, 0.2039, 0.1985, 0.1697, 0.2643, 0.2145, 0.2022, 0.2214, 0.2072



Arrangement iii

DFT (the ωB97M-V functional and the def2-TZVPD basis) results for a 2-piece molecular cluster, C6H12 overall.

Values from the calculation:
SMILES string = C/C=C/C.C=C
orbital gap = 10.372 eV

Atoms and positions in Å:
C -1.738 -0.148 2.011
C -0.641 -0.507 1.052
C 0.655 -0.288 1.270
C 1.764 -0.671 0.334
C 0.355 0.484 -2.778
C -0.401 1.149 -1.911
H -1.344 0.404 2.871
H -2.240 -1.048 2.388
H -2.507 0.470 1.532
H -0.944 -0.983 0.117
H 2.432 -1.407 0.798
H 0.953 0.200 2.201
H 2.382 0.197 0.071
H 1.370 -1.103 -0.591
H 1.405 0.284 -2.579
H -0.042 0.111 -3.719
H -0.006 1.506 -0.963
H -1.452 1.350 -2.104

Charges obtained by natural (NBO) population analysis, quoted in units of e: -0.6392, -0.1846, -0.1911, -0.6450, -0.3967, -0.3850, 0.2089, 0.2149, 0.2123, 0.1951, 0.2165, 0.1871, 0.2105, 0.2154, 0.1926, 0.1934, 0.2018, 0.1929



In terms of stability, arrangement iii leads; the second structure lies 2.157 eV higher.



Arrangement i

DFT (the ωB97M-V functional and the def2-TZVPD basis) results for a 2-piece molecular cluster, C6H12 overall.

Values from the calculation:
orbital gap = 10.147 eV

Atoms and positions in Å:
C 0.065 -2.336 -0.176
C 0.962 -1.348 0.575
C 0.431 0.091 0.702
C -0.317 0.679 -0.429
C -0.013 2.203 -0.679
C -1.262 1.746 -0.007
H 0.035 -2.139 -1.255
H -0.959 -2.283 0.207
H 0.429 -3.361 -0.044
H 1.114 -1.690 1.601
H 1.970 -1.375 0.118
H 1.174 0.743 1.145
H -0.600 0.604 1.867
H -0.651 -0.013 -1.201
H 0.829 2.514 -0.072
H -0.012 2.675 -1.673
H -2.127 1.856 -0.687
H -1.242 1.492 1.291

Charges obtained by natural (NBO) population analysis, quoted in units of e: -0.6117, -0.4414, -0.1991, -0.3271, -0.3970, -0.3726, 0.2017, 0.2092, 0.2144, 0.2169, 0.2096, 0.2021, 0.0426, 0.2258, 0.2084, 0.2180, 0.2179, 0.1823



Arrangement ii

DFT (the ωB97M-V functional and the def2-TZVPD basis) results for C6H12 in the gas phase.

Values from the calculation:
SMILES string = CC1CCCC1
orbital gap = 12.044 eV

Atoms and positions in Å:
C -1.530 -1.286 -0.374
C -0.355 -0.397 -0.736
C 0.901 -0.846 0.046
C 1.119 0.255 1.091
C 0.801 1.510 0.269
C -0.537 1.098 -0.371
H -1.680 -1.240 0.713
H -1.320 -2.334 -0.625
H -2.454 -0.981 -0.873
H -0.133 -0.468 -1.807
H 1.717 -0.857 -0.682
H 0.794 -1.861 0.459
H 0.377 0.163 1.904
H 2.109 0.238 1.557
H 0.788 2.461 0.812
H 1.568 1.642 -0.514
H -1.352 1.188 0.361
H -0.811 1.716 -1.231

Charges obtained by natural (NBO) population analysis, quoted in units of e: -0.5993, -0.2205, -0.4009, -0.4043, -0.4006, -0.4015, 0.1984, 0.2066, 0.2069, 0.1963, 0.2001, 0.2067, 0.1933, 0.2108, 0.2107, 0.1921, 0.1949, 0.2103



In terms of stability, arrangement ii leads; the second structure lies 4.506 eV higher.